Arrangement i

# C2H3N2O2

2 unconnected molecules or ions with the total composition C2H3N2O2 (ωB97M-V with the def2-TZVPD basis set, OMol25).

Element x y z (Å)
C -2.1452 -0.7484 0.0020
C 1.2885 1.1657 0.2412
N -2.5113 0.3552 -0.0958
N 0.6250 0.1335 -0.1840
O 2.4195 1.0436 -0.2256
O -2.8118 1.4942 -0.0774
H -1.6620 -1.6016 0.3002
H 0.7338 1.7884 0.9501
H 1.1136 -0.4952 -0.6796

- LUMO (spin up / spin down) (eV) = -10.564 / -10.596
- net charge = +1

Now the natural (NBO) charges, all in e: C 0.0826; C 0.4558; N 0.2294; N -0.3023; O -0.1762; O -0.1979; H 0.2758; H 0.2410; H 0.3918


Arrangement ii

# C2H3N2O2

A molecular structure, C2H3N2O2 (ωB97M-V with the def2-TZVPD basis set, OMol25).

Element x y z (Å)
C -0.3442 -1.4271 0.0653
C 0.3801 0.6574 0.9456
N -0.3597 -2.3596 -0.6076
N 0.2274 -0.6429 1.0289
O 0.6363 1.6957 1.2616
O -0.6188 -3.2115 -1.3772
H 0.2860 0.9260 -1.4067
H 0.2732 0.7109 -0.6581
H 0.8093 -1.2512 1.7474

- LUMO (eV) = -7.017
- net charge = +1

Now the natural (NBO) charges, all in e: C 0.2112; C 0.9720; N 0.2867; N -0.6348; O -0.2182; O -0.2459; H 0.2600; H -0.1610; H 0.5299


arrangement ii is preferred energetically. Next in line: 0.0930 hartree higher.